[1]
42
Properties=species:S:1:pos:R:3:forces:R:3:lowdin_charge:R:1 method="wB97M-V/def2-TZVPD" lumo_energy_ev=0.54
H 3.365 -0.973 1.146 -0.37 1.01 -0.37 0.051
N 2.383 -0.961 0.826 0.42 -3.53 -0.71 0.024
C 2.359 -1.885 -0.170 0.11 3.11 0.34 -0.472
N 3.000 -1.638 -1.404 1.44 0.27 2.38 0.129
N 1.509 -2.963 -0.214 1.08 -1.62 -1.82 0.000
C 0.503 -3.151 0.785 -1.66 -1.15 0.21 -0.226
C -0.627 -2.098 0.751 -1.11 0.45 3.27 -0.195
C -1.322 -1.913 -0.596 0.18 -0.58 1.04 -0.142
C -2.259 -0.704 -0.787 0.90 0.91 -2.88 -0.193
N -1.656 0.604 -0.358 1.00 -2.45 -0.90 0.115
C -0.609 1.193 -1.089 -2.90 1.31 0.04 -0.412
O -0.161 0.750 -2.118 0.69 -0.82 0.39 0.084
C -0.389 2.666 -0.650 4.43 0.77 -2.11 -0.321
N -1.532 3.302 -0.197 -2.15 -0.48 0.65 0.051
C 0.853 2.764 0.365 0.97 -0.03 -1.16 -0.330
C 2.125 2.164 -0.385 -1.42 -2.86 2.79 -0.066
C 0.661 2.044 1.712 -1.94 -1.36 -2.14 -0.080
C -3.631 -0.996 -0.228 0.89 -0.64 0.61 -0.510
O -4.348 -1.794 -0.751 -0.41 0.30 -0.14 0.134
O -3.948 -0.465 0.969 1.03 0.93 1.42 0.100
H 3.444 -0.709 -1.553 -0.79 -1.22 0.65 0.117
H 2.377 -1.890 -2.095 -1.06 -0.60 -2.18 0.048
H 1.858 -3.872 -0.672 -0.71 2.49 0.61 0.186
H 1.011 -3.170 1.739 -0.32 0.11 0.61 0.104
H -0.009 -4.162 0.619 1.01 1.19 0.11 0.142
H -0.237 -1.163 1.211 0.15 -0.20 -1.12 0.082
H -1.343 -2.335 1.649 0.80 -0.27 -1.73 0.141
H -1.809 -2.837 -0.936 -0.37 0.23 0.36 0.131
H -0.476 -1.878 -1.225 0.72 0.78 -1.40 0.081
H -2.443 -0.673 -1.957 0.36 0.12 2.23 0.193
H -2.285 1.225 0.079 -0.50 0.92 0.27 0.088
H -0.017 3.199 -1.630 -0.64 -1.13 1.75 0.182
H -1.581 3.018 0.750 -0.78 0.37 1.39 0.047
H -1.680 4.289 -0.268 0.57 0.23 -0.30 0.094
H 1.003 3.825 0.615 -0.14 -0.03 -0.48 0.122
H 2.176 1.074 0.110 0.37 2.14 -1.34 0.069
H 1.985 1.965 -1.421 -0.25 0.29 -0.91 0.039
H 3.076 2.614 -0.207 0.45 0.67 0.26 0.053
H -0.281 2.402 2.185 0.08 -0.80 -0.30 0.074
H 0.757 0.923 1.484 -0.63 1.46 0.90 0.070
H 1.356 2.302 2.435 1.89 0.50 1.09 0.046
H -3.157 -0.095 1.484 -1.40 -0.75 -1.38 0.150

---

[2]
110
Properties=species:S:1:pos:R:3:forces:R:3:lowdin_charge:R:1 method="wB97M-V/def2-TZVPD" lumo_energy_ev=-0.41
C -1.593 29.681 -29.347 -0.73 -0.04 -1.32 -0.092
C -3.132 29.485 -29.495 0.89 -0.41 -0.16 -0.095
O -3.416 28.727 -28.314 -1.31 -0.14 -0.56 0.058
C -2.438 28.840 -27.418 -1.82 -1.67 3.76 -0.558
O -2.588 28.453 -26.235 1.20 1.54 -4.05 0.092
O -1.398 29.399 -27.988 1.82 1.06 1.43 0.077
H -1.316 30.676 -29.694 0.07 0.31 0.82 0.125
H -0.897 29.025 -29.872 -0.61 -0.42 -0.40 0.134
H -3.440 28.958 -30.397 0.17 -0.39 0.27 0.123
H -3.697 30.418 -29.497 0.31 -0.07 0.18 0.066
C -9.704 30.944 -27.871 -1.01 -0.76 0.19 -0.124
C -8.541 30.103 -28.277 0.06 -1.86 0.96 -0.129
O -8.121 30.556 -29.534 0.81 0.47 -0.80 0.062
C -8.859 31.607 -29.886 -0.59 1.87 -1.41 -0.571
O -8.761 32.315 -30.869 0.35 -1.66 1.38 0.123
O -9.814 31.824 -28.966 -0.48 1.29 0.44 0.081
H -9.560 31.320 -26.858 0.06 1.12 -0.42 0.136
H -10.632 30.376 -27.808 -0.04 -0.07 -0.16 0.133
H -8.893 29.081 -28.414 0.52 -0.19 0.24 0.119
H -7.767 30.178 -27.513 0.38 -0.27 -0.46 0.142
C -6.129 30.871 -33.334 0.49 1.65 1.04 -0.136
C -5.599 29.834 -32.353 -1.75 0.92 0.31 -0.092
O -5.684 28.664 -33.128 0.36 -2.17 0.02 0.080
C -5.871 28.940 -34.419 0.13 -2.42 -1.29 -0.561
O -5.907 28.162 -35.371 -0.04 1.35 2.38 0.100
O -5.968 30.221 -34.534 -0.34 2.18 -3.17 0.087
H -5.601 31.825 -33.335 0.36 -0.32 -0.14 0.087
H -7.169 31.163 -33.188 -0.12 -0.55 0.15 0.108
H -6.436 29.834 -31.654 0.70 -0.60 0.93 0.114
H -4.603 29.975 -31.935 -0.24 0.10 -0.11 0.112
C -8.686 26.233 -29.714 1.32 0.90 -0.54 -0.069
C -7.861 26.945 -30.789 0.35 1.64 0.32 -0.141
O -6.549 26.505 -30.549 1.50 -1.90 -0.19 0.055
C -6.570 25.359 -29.811 4.54 -1.53 1.29 -0.516
O -5.584 24.656 -29.452 -3.89 3.03 -1.96 0.093
O -7.787 25.156 -29.380 -2.42 -1.16 0.34 0.077
H -9.628 26.004 -30.212 -0.04 -0.88 0.83 0.133
H -8.769 26.797 -28.784 -0.50 0.10 -0.17 0.117
H -7.666 28.013 -30.693 -1.20 0.29 0.09 0.110
H -8.240 26.789 -31.799 0.38 -0.41 -0.08 0.106
C -8.797 29.557 -41.052 0.42 0.40 0.09 -0.248
S -8.756 29.674 -39.194 -1.51 -2.33 -0.89 0.860
O -10.026 28.907 -38.733 1.87 1.16 -0.34 -0.617
C -7.374 28.457 -39.032 -0.37 0.42 0.00 -0.266
H -8.905 28.539 -41.428 -0.20 -0.17 0.58 0.053
H -7.849 29.927 -41.442 0.05 0.19 0.23 0.031
H -9.595 30.167 -41.475 -0.06 0.05 0.39 0.047
H -6.441 28.930 -39.338 -0.13 0.05 0.04 0.025
H -7.563 27.590 -39.665 -0.20 0.05 0.06 0.062
H -7.338 28.156 -37.985 0.01 0.12 -0.01 0.026
C -9.820 25.614 -37.139 0.20 0.59 0.42 -0.253
S -9.031 24.508 -35.885 1.36 0.03 -1.91 0.860
O -7.771 24.050 -36.680 -1.86 1.04 1.90 -0.598
C -8.640 25.824 -34.604 0.66 -0.57 -0.60 -0.251
H -10.241 25.132 -38.021 0.25 -0.65 0.37 0.055
H -9.005 26.252 -37.479 0.02 0.01 0.03 0.025
H -10.603 26.262 -36.743 0.04 -0.08 0.35 0.042
H -7.867 25.416 -33.953 -0.01 -0.37 -0.08 0.044
H -9.513 26.016 -33.980 -0.19 0.05 -0.36 0.037
H -8.190 26.720 -35.030 -0.33 0.08 -0.21 0.035
C -4.732 26.932 -37.564 0.76 -1.76 -0.01 -0.288
S -3.819 26.183 -38.962 1.18 -1.94 0.59 0.828
O -2.338 26.301 -38.692 -0.73 0.76 -0.19 -0.602
C -4.069 24.322 -38.595 -0.92 1.26 -0.02 -0.207
H -5.741 26.521 -37.563 -0.29 0.68 -0.45 0.037
H -4.576 28.010 -37.605 -0.34 -0.40 0.07 0.012
H -4.338 26.461 -36.663 0.46 0.50 0.13 0.060
H -5.089 24.235 -38.222 -0.13 -0.32 -0.17 0.025
H -3.389 23.939 -37.835 0.21 0.62 -0.02 0.052
H -3.925 23.760 -39.518 -0.09 0.27 -0.01 0.036
C -11.355 29.602 -32.399 0.63 -0.30 -0.08 -0.244
S -9.952 30.186 -33.406 1.35 -1.94 -0.26 0.880
O -8.778 29.208 -33.079 -1.84 1.48 -0.22 -0.560
C -10.620 29.581 -35.005 0.20 0.21 0.51 -0.233
H -11.278 28.515 -32.436 -0.14 -0.06 -0.12 0.049
H -12.310 29.939 -32.802 0.12 0.13 0.12 0.061
H -11.188 29.899 -31.364 -0.14 0.28 -0.13 0.038
H -11.031 28.583 -34.857 -0.08 0.08 0.02 0.050
H -9.818 29.518 -35.742 0.07 0.18 0.15 0.047
H -11.370 30.298 -35.339 -0.07 -0.13 -0.05 0.058
C -4.247 33.059 -39.469 0.35 -0.55 -0.72 -0.245
S -5.607 31.914 -38.878 -0.30 0.18 -0.04 0.855
O -6.338 31.280 -40.065 1.71 0.61 1.26 -0.600
C -4.569 30.660 -37.947 -0.43 0.84 -0.76 -0.226
H -4.647 33.906 -40.027 -0.59 -0.19 0.21 0.044
H -3.567 32.573 -40.169 -0.21 -0.49 -0.08 0.049
H -3.578 33.477 -38.717 -0.52 -0.28 0.65 0.046
H -3.848 30.226 -38.640 -0.01 -0.19 0.21 0.064
H -5.234 29.941 -37.468 -0.16 -0.02 -0.41 0.012
H -4.097 31.183 -37.116 0.20 0.25 -0.23 0.040
C -3.680 32.657 -27.961 0.11 1.10 -0.89 -0.213
S -4.051 33.335 -29.679 -1.42 -0.76 0.64 0.869
O -3.829 32.253 -30.704 0.03 0.35 0.57 -0.586
C -5.912 33.388 -29.443 0.40 0.61 0.21 -0.222
H -2.606 32.780 -27.823 0.13 -0.74 -0.29 0.052
H -4.089 31.654 -27.838 0.21 0.16 0.08 0.050
H -4.051 33.375 -27.230 -0.61 -0.09 -0.12 0.053
H -6.182 34.243 -28.821 0.38 -0.01 0.44 0.056
H -6.289 32.475 -28.981 0.25 -0.10 -0.16 0.042
H -6.461 33.619 -30.356 0.48 -0.49 -0.35 0.034
C -3.557 33.197 -34.489 -0.18 -0.06 0.53 -0.250
S -3.177 34.425 -33.167 0.72 0.72 -0.94 0.828
O -2.764 35.713 -33.843 -0.65 -1.03 0.59 -0.566
C -4.907 34.598 -32.608 1.02 0.11 -0.61 -0.269
H -4.522 33.381 -34.962 0.00 0.21 -0.01 0.054
H -3.599 32.244 -33.961 0.01 -0.13 -0.06 0.033
H -2.779 33.138 -35.250 0.15 0.34 0.29 0.054
H -5.232 33.570 -32.450 -0.42 0.34 0.01 0.007
H -5.347 35.147 -33.441 -0.52 -0.22 0.17 0.063
H -4.919 35.194 -31.695 0.00 -0.07 -0.10 0.039

---

[3]
24
Properties=species:S:1:pos:R:3:forces:R:3:lowdin_charge:R:1 method="wB97M-V/def2-TZVPD" lumo_energy_ev=0.90
H 1.000 -1.249 -1.500 -0.24 0.06 0.09 0.046
N 0.994 -0.374 -2.013 0.49 -0.49 -0.08 0.176
C 0.280 0.535 -1.530 -0.25 0.14 0.22 -0.507
C 0.270 1.906 -2.130 -0.13 -0.09 0.09 -0.009
O -0.573 0.495 -0.457 -0.47 0.48 -0.42 -0.019
C -0.970 -0.674 0.184 2.16 0.14 2.41 -0.427
C -1.361 -1.870 -0.646 0.17 -0.20 0.05 -0.015
C -1.596 -0.433 1.520 -0.34 -0.54 -0.53 -0.098
C -0.189 -0.992 1.622 -2.01 -0.83 -0.46 -0.082
H 0.495 2.643 -1.362 0.01 0.07 0.04 0.080
H 1.007 1.954 -2.924 -0.01 0.01 0.00 0.081
H -0.722 2.125 -2.523 -0.03 0.07 -0.03 0.084
H -0.519 -2.549 -0.808 -0.16 0.09 -0.09 0.080
H -2.136 -2.436 -0.127 0.00 0.05 -0.03 0.086
H -1.750 -1.561 -1.619 0.04 0.04 0.13 0.097
H -2.421 -1.080 1.795 -0.16 0.15 -0.03 0.102
H -1.715 0.608 1.797 0.07 -0.08 0.02 0.114
H 0.399 -0.492 2.377 0.54 0.69 -0.92 0.074
H -0.117 -2.051 1.833 -0.32 -0.24 -0.23 0.088
C 1.930 1.159 1.255 -0.10 -3.36 0.11 -0.064
H 1.671 -0.031 0.998 1.18 3.65 -0.84 0.076
H 0.966 1.626 1.376 -0.18 0.11 0.57 0.009
H 2.582 1.850 0.726 0.05 -0.71 -0.84 0.019
H 2.476 0.892 2.156 -0.32 0.77 0.78 0.007

---

For each record above, in turn, the calculated frontier orbital gap values are 0.3174, 0.2891, 0.3715 hartree.
For each record above, in turn, the calculated energy relative to the best compared isomer or geometry (same formula, charge and spin) values are 3.282, 0.498, 3.519 eV.